The following is a DFT calculation (ωB97M-V/def2-TZVPD) of a 2-piece molecular cluster, C3H8O3Si overall.

## Properties
orbital gap (alpha / beta) = 0.2628 / 0.2628 Eh
LUMO (alpha / beta) = -0.09 / -0.09 eV

Structure (ORCA input):
```
! wB97M-V def2-TZVPD RIJCOSX def2/J DEFGRID3
* xyz 0 1
C -1.7285 0.6987 0.0454
C -1.6804 -0.8432 -0.0187
C -0.6360 -0.0934 0.7487
O 3.0452 1.1975 -0.9763
O 2.3077 -1.3865 -0.8378
O 2.8601 0.1504 1.3297
Si 2.3168 0.0573 -0.2088
H -1.4368 1.1741 -0.8982
H -2.4808 1.3489 0.5462
H -2.4770 -1.4283 0.5600
H -1.5836 -1.1489 -0.9855
H -0.6944 -0.0035 1.8693
H 3.1452 2.0511 -0.5826
H 1.4102 -1.7861 -1.1578
H 2.5277 -0.3898 2.0579
*
```

The following is a DFT calculation (ωB97M-V/def2-TZVPD) of a 2-piece molecular cluster, C3H8O3Si overall.

## Properties
orbital gap = 0.3563 Eh
SMILES = O=[Si](O)O.C=CC
LUMO = 0.07 eV

Structure (ORCA input):
```
! wB97M-V def2-TZVPD RIJCOSX def2/J DEFGRID3
* xyz 0 1
O 0.5171 -2.5955 0.3762
Si 1.1403 -1.7543 -0.7518
O 0.4298 -1.4420 -2.1920
O 2.5425 -1.0057 -0.7316
H -0.3790 -1.9208 -2.2889
H 2.4884 -0.3601 -1.4227
C 0.5470 0.8157 1.0684
C -0.7740 0.4455 0.9366
C -1.6962 1.4452 0.3866
H 0.9622 1.7521 0.9079
H 1.2607 0.0967 1.6355
H -1.1036 -0.5454 1.1999
H -1.3929 1.7093 -0.6063
H -1.8096 2.2496 1.0639
H -2.7326 1.1097 0.4184
*
```